Entry from the OMol25 dataset: a 11-piece molecular cluster, C33H59Br26F6N4O3S overall (ωB97M-V with the def2-TZVPD basis set).

frontier orbital gap: 5.771 eV
relative energy (zero: lowest compared OMol25 entry of this formula, charge and spin): 1140.89 kJ/mol
DFT total energy: -69658.551335 Eh
HOMO: -11.119 eV
charge: +1

Last column: Löwdin charge in e.
Positions of all 132 atoms, in Å:
C: 3.655 -5.487 -1.471  -0.287
C: 2.385 -4.665 -2.149  -0.646
Br: 2.962 -3.327 -3.554  0.619
C: 1.325 -4.054 -1.049  -0.578
Br: 1.295 -5.111 0.696  0.746
N: 1.402 -2.562 -0.843  -0.020
C: 0.275 -1.598 -1.161  0.024
C: -1.246 -1.829 -1.728  -0.065
C: -1.344 -2.636 -3.152  -0.156
O: -2.000 -3.933 -2.901  -0.208
C: -3.466 -3.794 -2.781  -0.060
C: -3.988 -4.703 -1.499  -0.176
F: -2.787 -5.485 -1.040  -0.004
F: -5.119 -5.604 -1.821  0.023
F: -4.410 -3.832 -0.340  -0.031
N: 0.750 -0.193 -0.863  -0.299
N: 2.036 -0.368 -0.373  0.071
N: 2.382 -1.714 -0.363  -0.170
S: 3.960 -2.185 0.208  0.903
O: 4.957 -2.596 -0.945  -0.342
O: 3.965 -3.193 1.386  -0.326
C: 4.732 -0.589 0.927  -0.262
F: 3.887 0.034 1.980  -0.018
F: 5.977 -1.062 1.635  -0.040
F: 5.184 0.350 -0.130  0.037
H: 4.591 -5.403 -2.206  0.063
H: 4.012 -5.051 -0.446  0.007
H: 3.419 -6.643 -1.303  0.090
H: 1.777 -5.494 -2.757  0.125
H: 0.241 -4.258 -1.510  0.125
H: -1.741 -0.757 -1.860  0.077
H: -1.896 -2.359 -0.879  0.162
H: -1.954 -2.029 -3.978  0.135
H: -0.282 -2.865 -3.587  0.125
H: -4.055 -4.204 -3.723  0.166
H: -3.840 -2.696 -2.611  0.158
Br: 3.219 1.738 7.326  0.605
C: 4.210 0.371 6.351  -0.663
C: 3.419 -0.142 5.171  -0.699
Br: 2.020 -1.376 5.742  0.624
H: 4.471 -0.410 7.072  0.017
H: 5.125 0.869 6.015  0.066
H: 4.057 -0.726 4.502  0.046
H: 2.930 0.651 4.598  0.041
Br: 7.419 -3.607 1.190  0.702
C: 8.410 -4.975 0.215  -0.665
C: 7.619 -5.487 -0.965  -0.652
Br: 6.220 -6.721 -0.394  0.720
H: 8.671 -5.755 0.935  0.058
H: 9.325 -4.477 -0.121  0.063
H: 8.257 -6.072 -1.634  0.063
H: 7.130 -4.694 -1.538  0.051
Br: 4.719 -0.538 -5.572  0.581
C: 5.710 -1.905 -6.547  -0.685
C: 4.919 -2.418 -7.727  -0.682
Br: 3.520 -3.652 -7.156  0.583
H: 5.971 -2.686 -5.826  0.053
H: 6.625 -1.408 -6.883  0.062
H: 5.557 -3.002 -8.395  0.063
H: 4.430 -1.625 -8.300  0.056
Br: -3.902 2.238 -2.438  0.573
C: -2.710 3.085 -1.148  -0.699
C: -1.291 3.135 -1.665  -0.597
Br: -0.425 1.393 -1.521  0.826
H: -2.811 2.533 -0.210  -0.053
H: -3.107 4.095 -1.015  -0.011
H: -0.681 3.807 -1.055  0.042
H: -1.221 3.440 -2.713  0.029
Br: 1.530 2.398 0.364  0.724
C: 1.756 3.661 1.832  -0.654
C: 3.065 4.406 1.717  -0.669
Br: 4.564 3.288 2.273  0.617
H: 1.660 3.092 2.761  0.052
H: 0.911 4.351 1.746  0.055
H: 3.083 5.263 2.395  0.042
H: 3.282 4.748 0.701  0.057
Br: -5.424 -1.025 1.832  0.598
C: -6.077 0.729 2.380  -0.682
C: -5.437 1.830 1.567  -0.664
Br: -3.612 2.177 2.162  0.657
H: -5.890 0.818 3.454  0.056
H: -7.156 0.698 2.205  0.064
H: -5.967 2.775 1.712  0.062
H: -5.387 1.607 0.498  0.039
Br: -9.360 -3.157 0.553  0.589
C: -8.162 -4.689 0.714  -0.699
C: -8.650 -5.854 -0.115  -0.707
Br: -10.143 -6.762 0.752  0.609
H: -8.080 -4.919 1.780  0.057
H: -7.195 -4.333 0.348  0.036
H: -7.869 -6.615 -0.208  0.054
H: -8.989 -5.564 -1.114  0.053
Br: -6.548 2.073 -5.453  0.590
C: -7.201 3.827 -4.905  -0.690
C: -6.560 4.928 -5.718  -0.679
Br: -4.736 5.274 -5.123  0.566
H: -7.014 3.916 -3.831  0.012
H: -8.280 3.796 -5.080  0.062
H: -7.091 5.873 -5.573  0.060
H: -6.511 4.705 -6.787  0.055
Br: -0.946 4.434 -5.803  0.614
C: 0.251 2.903 -5.641  -0.687
C: -0.236 1.738 -6.471  -0.676
Br: -1.729 0.830 -5.604  0.596
H: 0.333 2.673 -4.575  0.029
H: 1.218 3.259 -6.007  0.061
H: 0.544 0.977 -6.563  0.056
H: -0.575 2.027 -7.469  0.058
Br: 0.674 5.793 4.938  0.607
C: 1.866 6.641 6.228  -0.681
C: 3.285 6.691 5.711  -0.684
Br: 4.151 4.949 5.856  0.582
H: 1.765 6.089 7.167  0.057
H: 1.469 7.651 6.361  0.061
H: 3.895 7.363 6.321  0.061
H: 3.355 6.996 4.663  0.048
Br: -6.194 5.649 -1.444  0.618
C: -5.968 6.913 0.024  -0.681
C: -4.659 7.657 -0.091  -0.676
Br: -3.160 6.540 0.465  0.633
H: -6.064 6.343 0.953  0.052
H: -6.813 7.602 -0.062  0.062
H: -4.641 8.515 0.588  0.061
H: -4.442 8.000 -1.107  0.058
Br: 5.338 -1.821 9.702  0.610
C: 3.407 -1.596 9.546  -0.717
C: 2.705 -1.993 10.823  -0.691
Br: 2.599 -3.933 10.998  0.601
H: 3.087 -2.178 8.676  0.026
H: 3.260 -0.532 9.339  0.017
H: 1.666 -1.651 10.815  0.060
H: 3.198 -1.618 11.724  0.055

=====

Entry from the OMol25 dataset: a 3-piece molecular cluster, C33H59N5O7S overall (ωB97M-V with the def2-TZVPD basis set).

frontier orbital gap: 8.173 eV
DFT total energy: -2490.965400 Eh
HOMO: -7.755 eV

Last column: Löwdin charge in e.
Positions of all 105 atoms, in Å:
C: 4.418 6.369 0.381  -0.080
C: 4.332 4.779 0.118  -0.336
O: 4.378 4.621 -1.344  -0.123
C: 2.966 4.113 0.727  -0.112
N: 2.225 3.495 -0.414  -0.119
C: 2.466 2.039 -0.521  -0.160
C: 3.637 1.482 -1.412  0.021
C: 3.921 -0.058 -1.515  -0.067
C: 3.060 -1.132 -0.757  -0.071
C: 1.925 -0.588 0.140  -0.076
C: 1.645 0.941 0.242  -0.379
S: 0.275 1.595 1.331  0.866
C: -0.331 3.058 0.343  -0.335
C: -1.848 3.424 0.282  -0.149
C: -2.924 2.545 1.076  -0.106
C: -3.415 1.376 0.029  -0.297
O: -2.563 1.442 -1.169  -0.119
C: -4.925 1.608 -0.503  -0.217
N: -5.005 2.202 -1.869  -0.023
C: -2.208 4.653 -0.621  0.035
C: -1.185 5.491 -1.418  -0.129
C: -1.508 6.720 -2.381  -0.118
C: -2.448 7.852 -1.751  -0.340
O: -3.649 7.359 -1.117  -0.074
C: -1.632 8.891 -0.792  -0.226
N: -1.605 8.470 0.647  -0.026
C: 0.323 5.050 -1.287  0.052
C: 0.788 3.842 -0.423  -0.170
H: 3.468 6.905 0.046  0.081
H: 5.269 6.764 -0.295  0.087
H: 4.742 6.627 1.455  0.088
H: 5.283 4.239 0.495  0.148
H: 3.945 5.426 -1.723  0.089
H: 3.289 3.347 1.525  0.132
H: 2.351 4.933 1.226  0.131
H: 4.321 2.173 -2.022  0.093
H: 4.754 -0.480 -2.184  0.084
H: 3.253 -2.263 -0.855  0.090
H: 1.250 -1.296 0.740  0.074
H: -2.487 1.977 1.970  0.094
H: -3.828 3.187 1.358  0.110
H: -3.278 0.322 0.452  0.136
H: -1.766 0.894 -0.994  0.091
H: -5.504 0.608 -0.541  0.122
H: -5.446 2.364 0.200  0.112
H: -4.486 3.088 -1.932  0.056
H: -4.700 1.548 -2.599  0.068
H: -3.315 4.925 -0.683  0.096
H: -1.877 6.325 -3.387  0.124
H: -0.493 7.231 -2.601  0.112
H: -2.802 8.508 -2.640  0.142
H: -3.930 7.925 -0.369  0.091
H: -2.250 9.874 -0.831  0.115
H: -0.614 9.138 -1.241  0.117
H: -2.476 8.874 1.052  0.067
H: -0.860 9.052 1.084  0.073
H: 1.100 5.654 -1.859  0.090
C: -0.919 -2.320 2.344  -0.116
O: 0.290 -3.014 2.616  -0.217
C: 1.066 -2.403 3.650  -0.207
C: 1.095 -3.294 4.893  -0.208
N: -0.210 -3.329 5.551  -0.055
C: -0.321 -4.358 6.587  -0.197
C: -0.213 -5.825 6.140  -0.222
O: -1.298 -6.263 5.329  -0.180
C: -1.154 -5.982 3.944  -0.099
H: -1.371 -2.761 1.453  0.086
H: -1.624 -2.424 3.174  0.081
H: -0.728 -1.262 2.145  0.053
H: 0.716 -1.393 3.888  0.124
H: 2.087 -2.316 3.264  0.119
H: 1.844 -2.910 5.594  0.123
H: 1.406 -4.296 4.574  0.102
H: -0.928 -3.503 4.855  0.067
H: -1.300 -4.223 7.057  0.117
H: 0.428 -4.163 7.362  0.116
H: -0.255 -6.440 7.045  0.119
H: 0.748 -6.055 5.668  0.108
H: -0.109 -5.997 3.621  0.089
H: -1.615 -5.023 3.704  0.069
H: -1.696 -6.750 3.387  0.090
C: 0.375 -6.715 -5.867  -0.116
O: 1.358 -5.936 -5.205  -0.199
C: 1.024 -4.547 -5.138  -0.207
C: 0.734 -4.136 -3.695  -0.210
N: -0.523 -4.714 -3.220  -0.053
C: -0.728 -4.574 -1.777  -0.196
C: 0.261 -5.297 -0.849  -0.217
O: 0.177 -6.717 -0.909  -0.179
C: 0.940 -7.312 -1.948  -0.099
H: 0.775 -7.722 -6.002  0.089
H: -0.538 -6.786 -5.268  0.077
H: 0.143 -6.302 -6.853  0.087
H: 0.194 -4.289 -5.804  0.121
H: 1.906 -3.998 -5.484  0.119
H: 0.674 -3.043 -3.637  0.123
H: 1.580 -4.465 -3.081  0.100
H: -0.539 -5.703 -3.447  0.067
H: -1.729 -4.962 -1.566  0.118
H: -0.745 -3.508 -1.523  0.112
H: -0.009 -5.029 0.178  0.111
H: 1.294 -4.958 -0.983  0.106
H: 1.849 -6.747 -2.175  0.089
H: 0.330 -7.431 -2.845  0.069
H: 1.231 -8.312 -1.620  0.088

=====

Q: The highest DFT total energy belongs to which entry?
A: C33H59N5O7S

=====

Q: frontier orbital gap of number 2 (C33H59N5O7S)?
A: 8.173 eV

=====

Q: What is the formula in the second record?
A: C33H59N5O7S